Molecular formula: C5H7N
Method: DFT, ωB97M-V with the def2-TZVPD basis set

Last column: Mulliken charge in e.
CARTESIAN COORDINATES (ANGSTROEM)
N: 1.05 1.46 -0.56  -0.338
C: -0.19 -0.37 -0.05  0.729
C: 0.34 0.20 1.17  -0.434
C: -1.06 -1.58 -0.20  -1.131
C: 0.30 0.38 -1.05  -0.677
C: 1.03 1.32 0.85  -0.465
H: 0.19 -0.22 2.16  0.387
H: 0.43 2.13 -0.99  0.285
H: -2.03 -1.44 0.29  0.275
H: 1.56 2.02 1.49  0.376
H: 0.21 0.34 -2.12  0.399
H: -0.59 -2.46 0.25  0.287
H: -1.24 -1.79 -1.25  0.306

## Properties
multiplicity	1
HOMO	-0.311	hartree
Kohn-Sham gap	9.58	eV



Molecular formula: C4H11NO3
Method: DFT, ωB97M-V with the def2-TZVPD basis set

Last column: Mulliken charge in e.
CARTESIAN COORDINATES (ANGSTROEM)
O: -0.08 -1.36 -0.29  -0.791
O: 0.21 2.02 2.34  -0.547
O: 1.80 -1.40 1.64  -0.670
N: -0.71 0.17 -1.79  -0.296
C: 0.18 0.76 1.77  -0.586
C: -0.04 -0.71 -2.87  -0.753
C: -0.95 0.73 0.65  -0.297
C: -0.56 -0.22 -0.50  0.616
H: 2.21 -1.70 0.81  0.301
H: 0.94 -0.37 -3.01  0.293
H: -0.62 -0.61 -3.81  0.279
H: 1.14 0.76 1.28  0.413
H: -1.05 1.71 0.29  0.262
H: 0.15 -0.13 2.60  0.221
H: -0.65 2.14 2.96  0.327
H: -0.88 1.17 -1.92  0.255
H: 0.91 -1.59 1.17  0.386
H: -1.88 0.34 1.14  0.304
H: -0.12 -1.71 -2.44  0.281

## Properties
multiplicity	1
HOMO	-0.367	hartree
Kohn-Sham gap	10.68	eV



Relative energy (zero: lowest compared OMol25 entry of this formula, charge and spin) (kJ/mol)
86.74, 210.91